[1]
6
Properties=species:S:1:pos:R:3:forces:R:3:mulliken_charge:R:1 method="wB97M-V/def2-TZVPD" orbital_gap_ha=0.3530 largest_force_ev_per_a=4.63
O 0.675221 -0.209860 -0.946587 1.2 -3.6 -2.0 -0.526
P -0.274064 0.278400 0.252703 1.6 -1.2 1.2 0.321
S -2.180215 0.144938 0.008255 0.7 0.4 0.3 -0.347
H 0.828062 -1.232897 -1.298001 -1.2 4.1 1.8 0.379
H 0.555958 1.367376 0.607095 -1.0 0.9 -0.8 0.095
H 0.395038 -0.347957 1.376535 -1.2 -0.6 -0.4 0.078

[2]
6
Properties=species:S:1:pos:R:3:forces:R:3:mulliken_charge:R:1 method="wB97M-V/def2-TZVPD" orbital_gap_ha=0.2783 largest_force_ev_per_a=2.74
O -3.307290 -0.463525 -1.012060 1.8 1.6 1.2 -0.408
P -2.566367 0.667488 -0.294542 -2.0 -1.0 -0.8 0.325
Si -0.336110 0.113051 -0.038104 0.7 0.9 -1.2 0.223
H -0.297142 -1.180135 -0.728207 0.4 -0.5 0.4 -0.034
H 0.099232 1.068405 -1.202745 -0.3 -0.5 1.0 -0.053
H 0.532510 0.473425 1.176508 -0.7 -0.5 -0.7 -0.053

[3]
6
Properties=species:S:1:pos:R:3:forces:R:3:mulliken_charge:R:1 method="wB97M-V/def2-TZVPD" total_charge=-1 orbital_gap_ha=0.2273 largest_force_ev_per_a=2.13
O 0.687937 1.001238 1.685546 0.9 1.5 -1.3 -0.641
H 1.017881 1.528655 0.894887 -0.7 -1.2 1.5 0.317
S -1.186900 -1.739080 -0.124669 0.3 0.6 0.1 -0.694
S -0.368475 -0.151697 -1.301317 -0.4 -1.1 -0.4 -0.350
H 0.212062 0.266687 1.282253 -0.2 -0.4 -0.1 0.289
H -0.362505 -0.905804 -2.436698 0.2 0.6 0.2 0.079

[4]
4
Properties=species:S:1:pos:R:3:forces:R:3:mulliken_charge:R:1 method="wB97M-V/def2-TZVPD" orbital_gap_ha=0.3577 largest_force_ev_per_a=4.45
P -0.260921 0.569391 0.250818 -1.6 -3.3 2.5 -0.096
H 1.097782 0.471847 0.529364 0.6 -0.2 -0.5 0.062
H -0.332951 0.453104 -1.079486 0.6 -0.1 -2.0 0.050
H -0.503910 -1.494343 0.299303 0.5 3.5 0.0 -0.016

For each record above, in turn, the calculated ΔE to the lowest compared entry with this formula, charge and spin values are 10.4 22.5 6.1 0.0 kcal/mol.
For each record above, in turn, the calculated highest occupied orbital energy values are -9.29 -8.87 -2.49 -10.00 eV.